[1]
{
  "formula": "C8H9N",
  "method": "ωB97M-V/def2-TZVPD",
  "smiles": "C=C/C(C#N)=C/C.C#C",
  "spin_multiplicity": 1,
  "e_homo_ev": -9.2,
  "de_lowest_kcal_mol": 74.12,
  "orbital_gap_ev": 9.50,
  "elements": ["H", "N", "C", "C", "H", "C", "H", "C", "C", "C", "C", "H", "H", "H", "C", "H", "H", "H"],
  "coordinates": [[2.25, -1.44, 0.65], [0.08, 2.17, -0.86], [0.43, 1.12, -0.57], [-3.89, 0.89, 0.53], [0.30, -2.28, -0.41], [-1.15, -1.13, -1.41], [-4.71, 1.50, 0.30], [-2.96, 0.19, 0.80], [0.82, -0.21, -0.24], [1.96, -0.42, 0.44], [2.89, 0.66, 0.89], [-1.74, -1.97, -1.72], [3.46, 0.34, 1.75], [3.60, 0.89, 0.09], [-0.04, -1.29, -0.70], [2.34, 1.57, 1.11], [-1.50, -0.16, -1.70], [-2.15, -0.42, 1.05]]
}


[2]
{
  "formula": "C8H9N3O",
  "method": "ωB97M-V/def2-TZVPD",
  "smiles": "Cc1oc2ncnc(N)c2c1C",
  "spin_multiplicity": 1,
  "e_homo_ev": -8.1,
  "de_lowest_kcal_mol": 34.48,
  "orbital_gap_ev": 8.71,
  "elements": ["C", "C", "N", "H", "C", "H", "H", "H", "O", "H", "C", "H", "N", "H", "C", "H", "C", "N", "C", "H", "C"],
  "coordinates": [[0.27, 0.24, 0.01], [-1.05, 2.42, -0.57], [2.29, 1.63, 0.00], [1.95, -2.94, 0.05], [-1.18, 0.28, -0.02], [0.11, -3.87, 0.44], [2.23, -1.54, 1.49], [-1.36, -3.55, -0.44], [-1.67, -0.94, 0.07], [3.03, 0.93, -0.10], [0.49, -1.11, 0.25], [2.67, -0.95, -0.38], [0.27, 2.40, -0.70], [-1.43, -3.29, 1.40], [1.93, -1.72, 0.30], [-1.44, 3.35, -1.09], [0.95, 1.39, -0.13], [-1.86, 1.38, -0.14], [-0.80, -3.24, 0.50], [2.59, 2.65, -0.16], [-0.61, -1.78, 0.34]]
}


[3]
{
  "formula": "C8H9N3OS",
  "method": "ωB97M-V/def2-TZVPD",
  "smiles": "NC(=S)N/N=C\\c1ccccc1O",
  "spin_multiplicity": 1,
  "e_homo_ev": -8.4,
  "de_lowest_kcal_mol": 40.14,
  "orbital_gap_ev": 8.56,
  "elements": ["H", "N", "H", "H", "C", "H", "C", "C", "H", "S", "C", "N", "O", "H", "H", "C", "H", "C", "C", "N", "H", "C"],
  "coordinates": [[2.07, 2.80, 0.59], [-0.73, -1.71, 0.31], [-0.72, -3.81, 0.36], [-2.74, 1.61, -0.30], [0.57, 1.17, 0.77], [-1.68, 3.75, -1.18], [-1.61, 1.86, -0.09], [-1.06, 3.01, -0.56], [-2.23, -0.80, 1.00], [2.28, -3.16, -1.66], [0.86, -3.09, -0.63], [0.64, -1.80, -0.06], [1.49, 0.38, 1.36], [1.00, -1.03, -0.66], [0.25, -5.01, -0.42], [-0.75, 0.88, 0.44], [0.67, 4.31, -0.77], [1.08, 2.42, 0.34], [0.28, 3.35, -0.33], [0.07, -4.02, -0.18], [1.45, -0.56, 1.02], [-1.22, -0.54, 0.64]]
}


[4]
{
  "formula": "C8H9N4O3",
  "method": "ωB97M-V/def2-TZVPD",
  "s2": 2.01,
  "charge": 1,
  "spin_multiplicity": 3,
  "e_homo_ev": [-11.1, -12.8],
  "orbital_gap_ev": [7.27, 6.47],
  "elements": ["H", "O", "C", "H", "N", "H", "H", "N", "H", "C", "C", "H", "N", "N", "C", "C", "H", "C", "O", "H", "C", "C", "H", "O"],
  "coordinates": [[0.35, 4.31, -0.27], [-1.55, -2.03, -0.55], [-0.34, 3.53, -0.09], [-2.03, -2.21, -1.37], [0.27, 0.17, 1.08], [1.37, 2.50, 0.66], [0.35, -1.92, 0.29], [0.56, -0.95, 1.16], [1.82, -4.02, -0.11], [-1.78, 1.10, 0.20], [3.98, 0.08, -0.19], [-2.39, 4.24, -0.69], [-0.40, -2.66, -0.23], [0.92, -4.45, 0.01], [-0.21, -3.91, -0.41], [-0.46, 1.19, 0.57], [-2.16, 0.07, 0.36], [0.28, 2.39, 0.37], [2.93, 0.46, 0.03], [1.00, -5.37, 0.42], [-1.70, 3.49, -0.34], [-2.38, 2.28, -0.25], [-3.46, 2.11, -0.37], [5.02, -0.39, -0.29]]
}


[5]
{
  "formula": "C8H9N5O",
  "method": "ωB97M-V/def2-TZVPD",
  "smiles": "CC(=O)c1cccnc1.c1nn[nH]n1",
  "spin_multiplicity": 1,
  "e_homo_ev": -9.9,
  "de_lowest_kcal_mol": 4.91,
  "orbital_gap_ev": 9.87,
  "elements": ["N", "N", "C", "H", "O", "C", "C", "H", "H", "N", "C", "C", "H", "H", "H", "H", "C", "C", "N", "H", "C", "N", "H"],
  "coordinates": [[-0.19, 1.82, 1.46], [-1.65, -0.59, -1.04], [0.73, -0.05, 0.29], [3.06, -1.06, 0.84], [0.20, -2.42, 0.51], [0.27, 2.66, 0.50], [2.57, -1.89, 0.40], [1.23, 0.33, -1.68], [0.87, 2.73, -1.52], [-3.43, -0.61, 0.28], [1.04, -1.53, 0.41], [0.78, 2.14, -0.65], [-0.35, -0.05, 2.20], [3.09, -2.16, -0.59], [2.85, -2.71, 0.98], [-1.64, -1.88, 0.47], [-2.47, 0.36, -1.38], [1.05, 0.73, -0.79], [-2.26, -1.15, 0.03], [0.13, 3.69, 0.76], [0.07, 0.56, 1.40], [-3.58, 0.32, -0.54], [-2.38, 0.78, -2.34]]
}


[6]
{
  "formula": "C8H9N6",
  "method": "ωB97M-V/def2-TZVPD",
  "charge": -1,
  "spin_multiplicity": 1,
  "e_homo_ev": -4.6,
  "de_lowest_kcal_mol": 0.90,
  "orbital_gap_ev": 8.05,
  "elements": ["C", "N", "N", "N", "C", "N", "C", "H", "H", "C", "H", "H", "H", "H", "H", "N", "N", "C", "C", "H", "C", "C", "H"],
  "coordinates": [[-0.31, -0.60, -1.26], [0.36, 1.12, 0.74], [2.82, -2.90, 0.08], [2.56, -0.88, 0.77], [0.94, 0.37, -1.37], [2.54, -1.66, -0.31], [0.58, 1.40, 2.08], [0.89, 0.95, -2.36], [1.57, 1.57, 2.56], [-0.90, 0.67, 0.78], [-1.91, 0.92, -1.03], [-2.17, -0.55, -0.17], [-0.61, -0.91, -2.43], [-0.05, -1.49, -0.61], [1.77, -0.28, -1.62], [-0.47, 1.28, 2.84], [3.17, -2.89, 1.33], [1.30, 1.19, -0.15], [2.94, -1.65, 1.79], [-2.42, 0.54, 2.42], [-1.44, 0.82, 2.00], [-1.40, 0.15, -0.48], [2.99, -1.35, 2.82]]
}


[7]
{
  "formula": "C8H9NO",
  "method": "ωB97M-V/def2-TZVPD",
  "smiles": "CNc1cccccc1=O",
  "spin_multiplicity": 1,
  "e_homo_ev": -7.8,
  "de_lowest_kcal_mol": 32.86,
  "orbital_gap_ev": 7.94,
  "elements": ["H", "H", "C", "H", "N", "C", "H", "H", "C", "H", "H", "C", "O", "H", "C", "C", "C", "C", "H"],
  "coordinates": [[1.59, -0.10, 2.68], [1.78, -1.71, 0.65], [0.78, -0.23, -2.51], [1.43, -1.85, 2.87], [0.96, -1.19, 1.00], [1.21, -0.83, -1.28], [-2.08, 1.67, -2.55], [-0.02, -0.84, 2.83], [0.98, -0.97, 2.41], [-2.34, 1.48, -0.22], [-0.36, 0.87, -3.85], [-0.29, 0.57, -2.81], [2.21, -1.58, -1.18], [1.44, -0.46, -3.34], [-1.49, 0.98, -0.67], [-0.66, 0.29, 0.21], [0.44, -0.51, -0.03], [-1.33, 1.09, -2.03], [-0.94, 0.35, 1.26]]
}


[8]
{
  "formula": "C8H9NO3",
  "method": "ωB97M-V/def2-TZVPD",
  "spin_multiplicity": 1,
  "e_homo_ev": [-7.9, -8.4],
  "de_lowest_kcal_mol": 147.23,
  "orbital_gap_ev": [7.99, 8.59],
  "elements": ["H", "H", "C", "C", "C", "H", "O", "H", "C", "O", "N", "H", "H", "C", "H", "H", "O", "C", "H", "C", "C"],
  "coordinates": [[1.37, 0.87, -1.44], [-3.45, 1.87, 0.41], [2.18, -0.05, 0.17], [-2.22, -1.24, 0.25], [-1.44, 1.73, -0.05], [-4.02, -0.29, 0.67], [-0.11, -2.43, 0.41], [-2.51, -2.24, 0.26], [-2.98, -0.16, 0.46], [-0.56, -1.25, -1.59], [1.19, 0.27, -0.72], [2.95, 1.71, -0.38], [4.06, 0.40, -0.66], [-0.80, -1.32, -0.08], [0.75, -2.10, 0.86], [3.99, 0.77, 1.04], [1.99, -0.91, 1.01], [-0.08, -0.29, -0.74], [-1.14, 2.68, -0.20], [3.42, 0.78, 0.03], [-2.58, 1.22, 0.29]]
}


[9]
{
  "formula": "C8H9NO3",
  "method": "ωB97M-V/def2-TZVPD",
  "smiles": "CC1=CC=CC(=O)[C@]1(C)[N+](=O)[O-]",
  "spin_multiplicity": 1,
  "e_homo_ev": -9.2,
  "de_lowest_kcal_mol": 117.65,
  "orbital_gap_ev": 8.56,
  "elements": ["C", "O", "C", "O", "N", "H", "H", "H", "C", "C", "C", "H", "H", "C", "O", "H", "H", "H", "C", "H", "C"],
  "coordinates": [[0.00, -0.91, 0.35], [0.93, 2.34, -1.29], [-0.28, 0.33, -0.44], [-1.25, 1.30, 1.44], [-1.38, 1.10, 0.28], [-1.21, -2.62, 1.03], [1.05, -1.85, 1.75], [2.39, 0.43, 2.42], [0.92, 1.47, -0.46], [1.70, 1.45, 0.83], [0.92, -0.84, 1.32], [-1.67, -0.25, -2.11], [2.35, 2.27, 1.10], [1.68, 0.39, 1.69], [-2.23, 1.53, -0.43], [-0.72, 1.17, -2.47], [-0.09, -3.01, -0.10], [-1.62, -2.06, -0.56], [-0.67, 0.21, -1.98], [0.02, -0.29, -2.55], [-0.83, -2.15, 0.17]]
}


[10]
{
  "formula": "C8H9NO3",
  "method": "ωB97M-V/def2-TZVPD",
  "spin_multiplicity": 1,
  "e_homo_ev": -9.3,
  "de_lowest_kcal_mol": 172.53,
  "orbital_gap_ev": 8.80,
  "elements": ["O", "C", "H", "H", "H", "C", "H", "O", "C", "C", "H", "H", "C", "H", "C", "C", "H", "N", "O", "H", "C"],
  "coordinates": [[0.06, -1.61, -0.13], [0.35, -0.35, -0.21], [0.56, 3.45, -0.08], [-1.60, -0.30, 1.89], [2.14, -2.16, -0.28], [-2.36, -1.03, 0.92], [-3.77, -0.54, 0.85], [3.78, 0.33, 0.29], [1.66, 1.67, 0.11], [-0.79, 0.56, -0.38], [2.72, 2.13, 0.07], [-0.62, -1.70, -1.12], [1.55, 0.25, 0.01], [-2.17, -0.77, -1.53], [-2.20, -0.21, -0.45], [2.77, -0.36, 0.04], [-3.02, 0.44, -0.57], [-0.70, 1.88, -0.08], [2.98, -1.80, -0.13], [-1.85, -2.27, 0.71], [0.49, 2.38, 0.07]]
}


[11]
{
  "formula": "C8H9NO3",
  "method": "ωB97M-V/def2-TZVPD",
  "smiles": "Cc1ncc(CO)c(C=O)c1O",
  "spin_multiplicity": 1,
  "e_homo_ev": -9.4,
  "de_lowest_kcal_mol": 42.93,
  "orbital_gap_ev": 8.81,
  "elements": ["H", "C", "C", "H", "C", "O", "C", "C", "N", "C", "H", "H", "C", "O", "C", "H", "H", "H", "O", "H", "H"],
  "coordinates": [[2.86, 0.00, 1.03], [0.27, 0.55, -0.22], [-0.11, -1.74, -0.30], [2.37, -2.08, -0.59], [2.32, -1.03, -0.35], [2.99, -0.96, 0.85], [-1.94, -0.45, 0.02], [1.08, 1.77, -0.11], [-1.46, -1.61, -0.10], [-3.41, -0.41, 0.24], [-3.93, 0.42, 0.57], [-2.60, 1.80, -0.24], [0.79, -0.69, -0.20], [2.30, 1.75, -0.19], [-1.13, 0.65, 0.00], [-3.69, -1.16, 0.93], [-3.98, -0.67, -0.73], [0.24, -2.79, -0.23], [-1.73, 1.90, 0.17], [2.66, -0.37, -1.16], [0.53, 2.70, 0.10]]
}


[12]
{
  "formula": "C8H9NOS",
  "method": "ωB97M-V/def2-TZVPD",
  "spin_multiplicity": 1,
  "e_homo_ev": -7.7,
  "de_lowest_kcal_mol": 134.62,
  "orbital_gap_ev": 7.63,
  "elements": ["C", "C", "H", "C", "H", "O", "C", "H", "H", "H", "H", "H", "H", "C", "H", "C", "C", "N", "S", "C"],
  "coordinates": [[-0.22, -0.15, -0.51], [1.14, -0.14, -0.72], [-1.11, 2.66, -2.08], [-1.72, -1.13, 2.02], [-2.54, -0.84, 1.38], [-1.27, -3.16, 0.40], [-0.48, 1.87, -1.70], [-2.05, -1.80, 2.80], [2.79, 0.97, -1.57], [-2.12, 0.78, -0.81], [-1.21, -0.27, 2.43], [2.85, -0.99, 0.07], [1.90, -3.05, 0.61], [1.72, 0.93, -1.41], [1.32, 2.76, -2.43], [-1.05, 0.82, -0.98], [0.89, 1.93, -1.89], [1.89, -1.20, -0.19], [-0.44, -2.11, 0.96], [1.28, -2.34, 0.06]]
}